[1]
Formula: C28H39F6IInO20S
Source: OMol25
Level of theory: ωB97M-V/def2-TZVPD

Values from the calculation:
Multiplicity: 1
Total charge: -1
Energy: -4080.570894 hartree
HOMO-LUMO gap: 7.15 eV
F_max: 0.0236 Eh/bohr

Last column: Löwdin charge in e.
Atoms and positions in Å:
1 O 3.417 0.798 -4.649  0.0609
2 H 5.089 1.907 -4.141  0.1404
3 H -0.326 1.856 -1.250  0.0154
4 O 3.819 -2.596 -4.053  0.0461
5 C -7.312 -4.204 -3.802  -0.0461
6 C 2.266 -4.276 -3.974  -0.2986
7 C -5.540 -4.798 -5.073  -0.5476
8 O 0.528 3.879 1.418  -0.0504
9 C -0.088 4.890 6.549  -0.5619
10 C -1.341 -2.527 -1.880  -0.3324
11 C 1.360 3.590 0.275  -0.1942
12 C -1.863 3.260 -0.593  -0.2984
13 H 1.441 1.429 -0.016  0.0543
14 I -4.643 0.420 0.944  0.0807
15 O -1.584 -0.186 6.677  0.1268
16 H -2.910 3.435 -0.869  0.1035
17 H 4.775 -0.523 5.024  0.1386
18 H 0.764 3.639 -0.644  0.0989
19 C 3.825 -0.373 2.044  -0.5372
20 H -7.487 -4.052 -2.741  0.1429
21 H 1.131 5.966 4.271  0.1444
22 C -1.837 0.541 4.520  -0.0565
23 O 4.776 -3.030 -2.067  0.1837
24 H -4.581 -1.345 -2.334  0.0608
25 C 2.053 2.241 0.388  -0.0553
26 O 0.917 4.034 6.241  0.1256
27 H -3.872 -2.894 -2.790  0.0513
28 F -2.253 -1.729 5.174  0.0759
29 O -6.514 -5.736 -5.295  0.1247
30 C 0.071 -1.962 -2.106  -0.1429
31 C -2.443 -1.468 -1.977  -0.4593
32 C -1.823 3.363 0.940  -0.1200
33 H -1.012 0.109 3.957  0.0934
34 O 1.403 0.716 -3.661  0.1866
35 H 0.104 -0.891 -1.879  0.0374
36 F 2.024 -5.488 -4.528  0.0756
37 H -1.296 4.100 -1.023  0.0962
38 H -3.436 -0.263 5.806  0.1696
39 F -8.704 -5.898 -4.762  0.0657
40 O 3.299 0.642 -2.428  0.1308
41 H 2.309 2.019 1.425  0.0730
42 H -2.574 0.930 3.825  0.1157
43 F 5.508 0.917 -1.922  0.0741
44 C -0.538 3.043 1.655  -0.4523
45 F 2.278 3.766 4.458  0.0633
46 In -2.197 0.038 -0.374  0.1758
47 C 4.620 1.102 3.555  -0.3113
48 O 3.223 -0.772 1.113  0.1910
49 H 0.392 0.029 1.141  -0.2981
50 O -1.338 1.593 5.374  0.0524
51 C -7.469 -5.640 -4.261  -0.3184
52 C -3.838 -2.093 -2.034  -0.1909
53 H -0.179 5.106 3.418  0.1200
54 H -1.362 -2.998 -0.888  0.0847
55 H -7.956 -3.546 -4.387  0.1441
56 H 3.786 1.546 4.103  0.1651
57 H -2.580 2.702 1.377  0.0570
58 H 4.750 -0.763 -2.685  0.1361
59 C -1.422 1.930 -1.207  -0.2819
60 C 0.976 3.893 4.829  -0.2990
61 O 3.228 -4.423 -2.940  0.1458
62 C 4.016 -3.324 -2.925  -0.5486
63 O -5.946 -3.941 -4.114  0.0654
64 C 4.991 -0.305 3.982  -0.0536
65 H 5.410 0.284 -4.818  0.1372
66 H 2.984 2.253 -0.189  0.0809
67 O -0.523 5.517 5.428  0.0706
68 H 3.580 -3.899 -5.643  0.1415
69 H -4.142 -2.519 -1.072  0.0577
70 C -2.392 -0.433 5.536  -0.3049
71 H -7.245 -6.388 -3.498  0.1709
72 H 0.388 -2.062 -3.154  0.0546
73 O -4.503 -4.767 -5.636  0.1886
74 C 2.580 0.727 -3.581  -0.5456
75 H 0.806 -2.443 -1.453  0.0732
76 F 5.676 1.954 3.618  0.0679
77 H 6.044 -0.494 3.765  0.1407
78 H -1.757 1.912 -2.252  0.0404
79 S -0.556 -0.906 1.236  0.3040
80 C 2.970 -3.335 -4.936  -0.0360
81 O -0.526 5.074 7.634  0.1727
82 H 2.082 4.412 0.238  0.1215
83 C -1.097 1.083 6.596  -0.5542
84 H -2.071 4.399 1.209  0.1292
85 H -1.549 -3.334 -2.605  0.0980
86 O 4.244 0.919 2.210  0.1034
87 H -2.286 -0.909 -2.913  0.0805
88 C 4.633 0.315 -2.768  -0.3046
89 O -0.552 1.648 7.484  0.1780
90 O 4.174 -1.105 3.131  0.0751
91 C 4.758 0.867 -4.174  -0.0533
92 H 0.434 2.999 4.523  0.1371
93 H 2.302 -2.661 -5.463  0.1427
94 C 0.364 5.193 4.353  -0.0416
95 H 1.341 -3.889 -3.545  0.1458
96 O -0.445 2.201 2.526  0.0890

=====

[2]
Formula: C28H39IrN7O5PS3
Source: OMol25
Level of theory: ωB97M-V/def2-TZVPD

Values from the calculation:
Multiplicity: 1
Total charge: 0
Energy: -3490.379477 hartree
Relative energy (zero: lowest compared OMol25 entry of this formula, charge and spin): 6.1 kcal/mol
HOMO-LUMO gap: 7.29 eV
F_max: 0.0085 Eh/bohr

Last column: Löwdin charge in e.
Atoms and positions in Å:
1 C 2.573 -1.872 2.728  -0.0814
2 C -1.048 1.201 -2.568  -0.2811
3 H -1.510 -5.797 2.524  0.0970
4 C -2.038 -2.486 2.980  -0.1276
5 C -3.192 1.581 -2.837  -0.0796
6 C 2.205 -2.328 -4.331  -0.0683
7 C 2.802 -0.399 2.984  -0.0884
8 H 1.267 1.808 -4.316  0.1644
9 S -2.658 -1.765 -3.420  0.3375
10 H -3.698 0.697 4.527  0.0623
11 H 0.733 -5.389 -3.608  0.0794
12 O -1.308 -4.254 -2.575  -0.3390
13 C -1.295 -5.586 -0.602  -0.0445
14 H -0.350 -5.151 -0.273  0.0750
15 O -1.706 -1.251 1.041  -0.1908
16 C 0.393 1.212 -2.496  -0.2448
17 N 1.378 1.496 -3.368  0.1373
18 H -1.316 0.707 5.299  0.1104
19 C -1.847 -4.881 2.993  -0.0674
20 H -2.998 4.349 3.941  0.0646
21 N -1.442 2.029 3.692  -0.1152
22 H -1.128 -3.611 1.404  0.0809
23 C 2.575 1.201 -2.752  -0.0551
24 C -1.827 1.635 5.051  -0.1984
25 H 2.456 -5.049 -3.850  0.0851
26 C -1.414 1.117 2.710  -0.6562
27 C -3.001 0.862 -1.700  -0.1653
28 H 3.184 -2.700 -4.640  0.0822
29 N 1.082 -0.613 1.331  -0.0239
30 H -0.345 3.452 2.669  0.0768
31 C -2.659 -2.529 4.224  -0.0248
32 H -3.959 -4.334 -2.438  0.0526
33 H -2.950 -1.602 4.699  0.0959
34 H -0.603 3.782 4.375  0.1165
35 H 2.209 -2.425 3.593  0.1235
36 H 1.590 -4.317 -2.489  0.0562
37 S 0.166 -2.146 -1.368  0.4617
38 C -3.446 -5.086 -1.841  -0.0483
39 H -2.789 3.933 2.232  0.0575
40 C -1.088 3.427 3.464  -0.2515
41 H -2.653 -5.876 4.712  0.1004
42 C -2.482 -4.925 4.226  -0.0846
43 S -1.217 1.700 1.102  0.7652
44 H -1.746 2.322 -4.209  0.1636
45 N 0.906 0.763 -1.364  -0.0979
46 C 1.502 -4.623 -3.532  -0.0632
47 H -1.086 -6.461 -1.221  0.0879
48 C 1.180 -3.443 -4.432  -0.4482
49 C -2.280 4.309 3.120  -0.0782
50 H 3.809 -0.060 2.739  0.1192
51 O 1.050 -2.931 1.204  -0.0271
52 H -4.087 1.935 -3.315  0.1213
53 C 1.495 -1.901 1.657  -0.5082
54 C 2.266 0.735 -1.512  -0.0819
55 H -2.214 -3.660 -0.805  0.1025
56 C -2.092 -4.573 -1.397  -0.4932
57 H -1.862 -5.907 0.274  0.0668
58 N -1.665 0.624 -1.555  -0.1301
59 H 2.270 -1.963 -3.307  0.0371
60 H -1.462 2.416 5.718  0.1144
61 H 3.519 1.347 -3.243  0.1203
62 H 1.923 -1.505 -4.990  0.0754
63 N -1.944 1.788 -3.383  0.1340
64 C -1.635 -3.665 2.359  -0.0143
65 O 1.802 1.517 1.952  0.0136
66 H 1.152 -3.797 -5.465  0.1385
67 N -1.580 -0.154 3.114  0.1177
68 C -1.750 -1.188 2.304  -0.4268
69 H -3.328 -5.992 -2.439  0.0851
70 H -3.718 0.474 -1.000  0.1235
71 H -3.863 2.392 5.001  0.0634
72 O -0.149 -2.899 -4.254  -0.3165
73 H -1.944 5.327 2.917  0.0761
74 C -3.331 1.463 5.210  -0.0720
75 Ir -0.393 -0.164 -0.103  0.9971
76 H 3.449 -2.400 2.351  0.1208
77 C 1.831 0.307 2.051  -0.5233
78 C -2.894 -3.748 4.840  -0.0829
79 H -3.567 1.157 6.231  0.0764
80 H -3.391 -3.782 5.801  0.0995
81 H 2.590 -0.077 4.003  0.1211
82 H -4.057 -5.322 -0.967  0.0839
83 P -1.040 -2.715 -2.938  -0.0614
84 H 2.911 0.385 -0.727  0.1197

=====

Question: Which value of total charge does entry 2 give?
Answer: 0

=====

Question: Which of these has the highest HOMO-LUMO gap?
Answer: C28H39IrN7O5PS3

=====

Question: Among the records above, which one has the highest total charge?
Answer: C28H39IrN7O5PS3